Record 1
The following is a quantum chemistry calculation of C30H41BBrCsN6O3S3 as an isolated structure, from the OMol25 dataset.

The geometry in XYZ format:
```
86
Properties=species:S:1:pos:R:3:lowdin_charge:R:1
Cs -0.1714 1.7252 -0.2853 1.218
C 4.4082 -1.7965 4.3632 -0.049
C 3.3901 -0.9934 3.5461 -0.542
C 4.0855 -0.4871 2.2863 -0.097
C 2.9079 0.2327 4.3302 -0.029
N 2.2038 -1.8661 3.3211 -0.004
C 1.5394 -2.3710 4.4352 -0.097
C 0.4649 -3.0324 3.9938 -0.113
N 0.4356 -2.9523 2.6181 0.019
B -0.8168 -3.5371 1.9154 -0.624
N -0.5600 -3.8837 0.4248 0.015
C 0.2683 -4.9525 0.1641 -0.098
C 0.5170 -4.9811 -1.1509 -0.092
N -0.1870 -3.9276 -1.7285 -0.009
C -0.8738 -3.2538 -0.7393 -0.715
S -1.9478 -1.9574 -0.8968 0.640
C -0.0007 -3.6620 -3.1786 -0.550
C -0.7936 -2.4834 -3.7342 -0.099
C -0.4246 -4.9190 -3.9458 -0.047
C 1.4884 -3.3669 -3.3972 -0.034
N -2.0938 -2.6775 2.1117 0.012
C -3.2881 -3.3059 1.8299 -0.113
C -4.2808 -2.4289 2.0192 -0.086
N -3.7060 -1.2312 2.4302 0.003
C -2.3392 -1.3882 2.4892 -0.692
S -1.1863 -0.2766 3.0584 0.617
C -4.6041 -0.0910 2.7859 -0.542
C -5.3884 -0.5116 4.0341 -0.047
C -3.8815 1.2203 3.0744 -0.107
C -5.5456 0.1746 1.6068 -0.040
C 1.5228 -2.2451 2.1804 -0.697
S 1.9622 -1.9673 0.5689 0.636
H 5.2953 -1.1836 4.5375 0.078
H 4.7042 -2.6901 3.8098 0.088
H 4.0134 -2.1071 5.3325 0.064
H 4.9165 0.1401 2.6296 0.082
H 3.4244 0.1132 1.6658 0.038
H 4.4755 -1.3000 1.6789 0.054
H 3.7637 0.8727 4.5631 0.081
H 2.4166 -0.0398 5.2664 0.071
H 2.2028 0.7978 3.7193 0.091
H 1.8641 -2.1788 5.4408 0.103
H -0.3221 -3.5215 4.5407 0.116
H -1.0412 -4.6048 2.4647 0.113
H 0.6536 -5.5673 0.9588 0.116
H 1.1588 -5.6307 -1.7165 0.102
H -1.8660 -2.6123 -3.6135 0.055
H -0.5505 -2.4228 -4.8001 0.080
H -0.5259 -1.5484 -3.2528 0.061
H -1.4733 -5.1421 -3.7407 0.089
H 0.1731 -5.7907 -3.6734 0.066
H -0.3073 -4.7470 -5.0182 0.078
H 1.7843 -2.5102 -2.7899 0.089
H 1.6663 -3.1346 -4.4500 0.081
H 2.1211 -4.2119 -3.1199 0.071
H -3.3166 -4.3248 1.4843 0.116
H -5.3378 -2.5459 1.8763 0.103
H -4.6980 -0.7268 4.8528 0.086
H -5.9980 -1.4002 3.8534 0.068
H -6.0500 0.3028 4.3389 0.076
H -3.2158 1.1480 3.9300 0.028
H -4.6634 1.9596 3.2767 0.081
H -3.3178 1.5536 2.2041 0.051
H -6.1068 -0.7094 1.2998 0.064
H -4.9677 0.5588 0.7657 0.062
H -6.2636 0.9448 1.9005 0.082
Br 5.0971 7.3762 -1.3902 0.656
C 4.5577 6.0654 -0.1049 -0.679
C 4.9673 6.2228 1.2078 -0.163
C 4.5751 5.2689 2.1377 -0.090
C 3.7937 4.1889 1.7495 -0.023
C 3.3940 4.0465 0.4271 -0.108
C 3.7795 4.9966 -0.5119 -0.070
C 2.5364 2.8370 0.0034 -0.778
O 2.2600 2.7451 -1.2118 -0.172
O 2.1635 2.0957 0.9332 -0.252
H 5.5737 7.0714 1.4949 0.085
H 4.8843 5.3758 3.1712 0.094
H 3.4705 3.4329 2.4545 0.109
H 3.4597 4.8655 -1.5367 0.109
C -3.6970 1.4598 -2.0146 -0.178
C -3.1818 2.1495 -0.7215 -0.441
O -2.2642 2.9518 -0.9534 -0.519
H -4.7406 1.7637 -2.1739 0.035
H -3.6932 0.3731 -1.8724 0.014
H -3.0967 1.7293 -2.8990 0.042
```

spin multiplicity = 1
ΔE to the lowest compared entry with this formula, charge and spin = 1.938 eV
E_LUMO = 3.7 eV
total charge = -2
E_HOMO = -0.244 eV
total energy = -5535.7678 Eh
frontier orbital gap = 0.144 Ha

Record 2
The following is a quantum chemistry calculation of C30H41F15GeN8O4RbTe as an isolated structure, from the OMol25 dataset.

The geometry in XYZ format:
```
101
Properties=species:S:1:pos:R:3:mulliken_spin:R:1
Rb -0.4616 -0.3649 -0.4470 0.006
C 3.0632 1.7255 0.5689 0.005
N 2.8981 0.3192 0.8752 -0.012
C 3.3244 0.0119 2.2222 0.066
C 2.4191 0.5557 3.3365 -0.054
N 1.0414 0.1182 3.3175 0.587
C 0.6523 -1.0182 3.8899 0.019
C -0.7618 -1.1911 4.0273 0.104
F -1.5641 -0.2450 3.5784 0.005
C -1.3251 -2.2744 4.6627 -0.054
F -2.6414 -2.3591 4.8402 -0.004
C -0.5133 -3.2907 5.1434 0.194
F -1.0498 -4.3526 5.7401 0.015
C 0.8646 -3.1929 5.0146 -0.069
F 1.6356 -4.1817 5.4846 -0.005
C 1.4347 -2.0894 4.4281 0.167
F 2.7699 -2.0755 4.3685 0.013
C 3.6590 -0.4830 -0.0824 0.002
C 3.2420 -1.9428 -0.1935 0.000
N 2.0121 -2.0051 -0.9335 0.002
C 1.6892 -3.1322 -1.5446 -0.001
C 2.2937 -4.4186 -1.5202 0.000
F 3.2884 -4.7000 -0.6115 0.000
C 1.8922 -5.4684 -2.3260 0.000
F 2.5510 -6.6476 -2.2440 0.000
C 0.8402 -5.3414 -3.2055 0.000
F 0.4857 -6.3604 -4.0252 0.000
C 0.1469 -4.1338 -3.2139 0.000
F -0.8921 -3.9781 -4.0358 0.000
C 0.5385 -3.1216 -2.3834 0.000
F -0.2003 -1.9790 -2.3567 -0.001
H 4.1318 2.0031 0.4859 -0.001
H 2.5562 1.9777 -0.3625 0.003
H 2.6195 2.3389 1.3473 0.000
H 3.4048 -1.0679 2.3117 -0.007
H 4.3291 0.4348 2.4247 -0.007
H 2.9021 0.3176 4.2881 0.015
H 2.3835 1.6429 3.2452 0.006
H 3.4949 -0.0463 -1.0688 0.001
H 4.7381 -0.3941 0.1540 0.001
H 4.0760 -2.4750 -0.6737 0.000
H 3.1538 -2.3855 0.8161 -0.001
C -4.2449 3.2669 -0.4965 0.000
C -3.3409 2.2453 0.1997 0.001
C -3.7816 0.8564 -0.2455 0.000
C -3.4888 2.4137 1.7142 0.000
O -1.9651 2.3847 -0.1066 0.000
Ge -1.3315 3.3018 -1.6704 0.000
O -0.6178 1.7668 -2.4436 0.000
C 0.1314 1.7254 -3.6458 0.000
C 0.2235 3.0969 -4.3240 0.000
C 1.5448 1.2512 -3.3023 0.000
C -0.5434 0.7347 -4.5902 0.000
O 0.3138 3.7945 -0.8663 0.000
C 0.4359 4.8648 0.0362 0.000
C -0.3988 6.0805 -0.3937 0.000
C -0.0037 4.4460 1.4441 0.003
C 1.9120 5.2751 0.0476 0.000
H -5.2523 3.2136 -0.0747 0.000
H -3.8541 4.2762 -0.3549 0.000
H -4.3058 3.0825 -1.5698 0.000
H -4.8408 0.6776 -0.0642 0.000
H -3.5991 0.7652 -1.3200 0.000
H -2.1971 0.2289 0.6296 -0.001
H -4.5118 2.2001 2.0358 0.000
H -2.8122 1.7444 2.2465 0.000
H -3.2376 3.4405 1.9907 0.000
H 0.6768 3.8280 -3.6497 0.000
H 0.8387 3.0249 -5.2256 0.000
H -0.7680 3.4559 -4.6073 0.000
H 2.0222 1.9859 -2.6489 0.000
H 1.5094 0.2900 -2.7847 0.000
H 2.1530 1.1300 -4.2044 0.000
H -1.5608 1.0655 -4.8063 0.000
H 0.0138 0.6515 -5.5290 0.000
H -0.6205 -0.2482 -4.1283 0.000
H -1.4663 5.8563 -0.3456 0.000
H -0.1956 6.9374 0.2565 0.000
H -0.1594 6.3505 -1.4244 0.000
H -1.0554 4.1627 1.4329 0.000
H 0.5578 3.5715 1.7670 -0.002
H 0.1519 5.2556 2.1654 0.000
H 2.2009 5.6368 -0.9419 0.000
H 2.1020 6.0645 0.7819 0.000
H 2.5360 4.4136 0.2872 0.000
F -2.6652 -1.1141 -2.9982 0.000
Te -3.0845 -2.3860 -1.4938 0.000
F -3.8625 -3.3498 -2.9009 0.000
F -4.7625 -1.3899 -1.5608 0.000
F -2.0066 -4.1029 -1.4105 0.000
F -4.2348 -3.4328 -0.2835 0.000
O -3.0595 -0.1628 0.4622 0.000
N 0.3689 -5.7300 1.3306 0.000
N -0.4599 -4.6214 1.4065 0.000
N -1.6588 -4.6662 1.9417 0.001
C -2.0848 -3.4320 1.6808 -0.003
N -1.1673 -2.7061 1.0342 0.005
N -0.1239 -3.4947 0.8732 -0.001
H 0.2669 -6.2400 2.1992 0.000
H 1.3157 -5.3887 1.1962 0.000
H -3.0746 -3.0779 1.9093 0.001
```

spin multiplicity = 2
ΔE to the lowest compared entry with this formula, charge and spin = 0.446 eV
E_LUMO (spin up / spin down) = 3.3 / 1.8 eV
total charge = -2
E_HOMO (spin up / spin down) = -1.632 / -1.631 eV
total energy = -5773.8187 Eh
frontier orbital gap (spin up / spin down) = 0.182 / 0.128 Ha

Record 3
The following is a quantum chemistry calculation of C30H41F5IrN2O3P as an isolated structure, from the OMol25 dataset.

The geometry in XYZ format:
```
83
Properties=species:S:1:pos:R:3:mulliken_spin:R:1
Ir 1.3877 0.4906 0.2007 0.711
O -0.4737 1.8942 -0.8556 -0.117
C -1.0859 2.9853 -0.6849 -0.001
C -2.0367 3.4808 -1.6440 0.002
C -2.7666 4.6172 -1.4198 0.000
C -2.5986 5.3838 -0.2514 0.000
C -1.6471 4.9773 0.6532 -0.002
C -0.8859 3.8128 0.4656 -0.014
C 0.1490 3.5411 1.4199 0.006
N 0.9807 2.5672 1.4884 0.020
C 1.9445 2.7180 2.5822 0.007
C 3.2674 2.0521 2.2286 -0.005
N 2.9057 0.6759 2.0149 0.157
C 3.1079 -0.1720 2.9350 -0.013
C 2.3835 -1.4185 3.0887 -0.017
C 2.9547 -2.4061 3.9051 0.004
C 2.2893 -3.5590 4.2495 0.002
C 0.9657 -3.7046 3.8067 -0.002
C 0.3621 -2.7431 3.0382 0.001
C 1.0396 -1.5594 2.6064 0.020
O 0.4248 -0.7341 1.8398 0.007
H -2.1529 2.9173 -2.5620 0.000
H -3.4834 4.9410 -2.1680 0.000
H -3.1801 6.2812 -0.0870 0.000
H -1.4619 5.5713 1.5444 0.000
H 0.2448 4.3361 2.1736 0.001
H 2.1022 3.7746 2.8244 -0.002
H 1.5534 2.2137 3.4734 0.001
H 3.6833 2.4770 1.3168 -0.002
H 3.9793 2.1748 3.0582 0.005
H 3.8160 0.0740 3.7423 0.025
H 3.9625 -2.2363 4.2742 0.001
H 2.7581 -4.3131 4.8675 0.000
H 0.4040 -4.5916 4.0804 0.000
H -0.6586 -2.8661 2.7020 0.000
C -0.0814 -2.0285 -3.1543 0.009
C -1.2871 -1.1290 -2.8818 -0.024
C -1.1088 0.1969 -3.6208 0.017
P -1.4378 -0.8764 -1.0413 0.058
C -2.9436 0.2146 -0.9377 0.001
C -4.2654 -0.2739 -1.5257 0.000
C -3.1393 0.7684 0.4789 0.004
C -2.0613 -2.5791 -0.5150 0.014
C -2.7329 -2.4794 0.8549 0.006
C -2.9167 -3.4033 -1.4791 0.004
H 0.0329 -2.1966 -4.2294 0.001
H -0.1688 -3.0033 -2.6678 0.000
H 0.8300 -1.5440 -2.7941 0.003
H -2.1915 -1.6214 -3.2537 0.001
H -0.2975 0.7825 -3.1860 0.000
H -2.0116 0.8078 -3.5854 -0.001
H -0.8786 0.0042 -4.6735 0.001
H -2.6114 1.0545 -1.5445 0.006
H -4.7134 -1.0687 -0.9266 0.001
H -4.1560 -0.6390 -2.5495 0.000
H -4.9802 0.5556 -1.5466 0.000
H -3.7504 0.1015 1.0901 0.000
H -3.6434 1.7382 0.4347 0.000
H -2.1832 0.9136 0.9847 0.001
H -1.1407 -3.1524 -0.3646 0.004
H -3.7346 -2.0555 0.7729 0.000
H -2.1499 -1.8537 1.5322 0.000
H -2.8354 -3.4751 1.2988 0.000
H -3.8549 -2.9083 -1.7291 0.000
H -3.1656 -4.3644 -1.0155 -0.001
H -2.3947 -3.6191 -2.4121 0.001
C 4.3140 -2.2621 -0.7449 0.005
O 3.5414 -1.0804 -0.5971 -0.023
C 2.2549 -1.1023 -0.2418 -0.002
C 1.6886 -2.4872 -0.1140 0.006
H 4.3060 -2.8645 0.1648 0.000
H 5.3263 -1.9194 -0.9437 0.000
H 3.9674 -2.8649 -1.5864 -0.001
H 1.8226 -3.0280 -1.0544 0.001
H 0.6369 -2.4319 0.1299 0.000
H 2.1965 -3.0473 0.6760 -0.001
F 2.6120 0.7015 -2.4221 0.011
C 2.4929 1.4460 -1.2385 0.107
F 3.8192 1.5925 -0.8029 -0.002
C 2.2265 2.8622 -1.8336 -0.002
F 2.0065 3.7849 -0.8857 0.000
F 3.3132 3.2870 -2.5254 -0.001
F 1.2136 2.8935 -2.7005 0.002
```

spin multiplicity = 2
ΔE to the lowest compared entry with this formula, charge and spin = 0.000 eV
E_LUMO (spin up / spin down) = 2.5 / 2.5 eV
total charge = -1
E_HOMO (spin up / spin down) = -3.683 / -4.226 eV
total energy = -2448.0135 Eh
frontier orbital gap (spin up / spin down) = 0.228 / 0.248 Ha

> Number 3 is which compound?

C30H41F5IrN2O3P

> The highest total charge belongs to which entry?

C30H41F5IrN2O3P